[1]
Entry from OMol25: a gas-phase ion, C3H9NOS2 (charge +1) in a non-equilibrium geometry (ωB97M-V/def2-TZVPD).

Results
HOMO (alpha / beta) = -14.4 / -14.3 eV
2S+1 = 2
ΔE to the lowest compared entry with this formula, charge and spin = 12.6 kcal/mol
Total charge = +1
DFT total energy = -1045.73011 a.u.
F_max = 2.3 eV/A

```
16
Properties=species:S:1:pos:R:3:forces:R:3:nbo_charge:R:1
N 0.16841 0.15853 -1.23375 -1.580 -1.534 0.665 -0.6366
C 0.39964 -0.44477 0.04606 -0.202 0.703 -1.050 -0.0599
C 1.63658 0.29819 0.61472 -0.526 0.282 1.214 -0.0563
O 2.79446 -0.01233 -0.07877 -0.234 0.024 0.312 -0.6525
C -0.83314 -0.27604 1.10560 -1.293 0.746 -0.560 -0.5498
S -2.27511 -1.15136 0.46030 0.809 -0.338 0.402 0.3858
S -3.30817 0.13158 -0.70134 0.340 0.684 0.010 0.0066
H -0.09486 1.13464 -1.33162 0.487 0.156 0.495 0.3974
H -0.50460 -0.39101 -1.76123 0.525 0.032 -0.498 0.3781
H 0.41029 -1.53256 -0.02415 0.873 0.140 -0.425 0.2407
H 1.34792 1.35433 0.57464 0.237 0.137 -0.277 0.1729
H 1.73571 0.13179 1.69188 0.251 -0.540 -0.159 0.2010
H 2.95810 0.70031 -0.69990 0.234 -0.061 -0.299 0.4890
H -1.05664 0.79103 1.15887 0.021 -0.044 0.248 0.2544
H -0.60255 -0.70325 2.08277 0.280 -0.048 -0.161 0.2779
H -2.77604 -0.18909 -1.90409 -0.222 -0.339 0.083 0.1513
```
Forces are in eV/Å.

---

[2]
Entry from OMol25: 2 unconnected molecules or ions with the total composition C3H9NOSi in a non-equilibrium geometry (ωB97M-V/def2-TZVPD).

Results
HOMO (alpha / beta) = -6.3 / -9.6 eV
2S+1 = 3
ΔE to the lowest compared entry with this formula, charge and spin = 63.4 kcal/mol
Total charge = 0
DFT total energy = -538.93464 a.u.
F_max = 8.5 eV/A

```
15
Properties=species:S:1:pos:R:3:forces:R:3:nbo_charge:R:1
C -3.09309 1.67438 -0.05578 -4.158 -0.319 -0.097 -0.3256
C -1.78752 1.98614 -0.34329 8.474 -0.203 -0.511 -0.5091
C 2.38690 -2.15326 -0.35762 -0.046 -0.865 2.406 -0.2617
N 0.68633 0.74349 -0.12795 -0.822 0.941 1.157 -1.2426
O 1.18742 -2.65240 0.29071 2.353 -1.217 0.210 -0.7350
Si -0.34837 1.54772 0.88423 -1.337 0.109 -3.412 1.3369
H -3.75510 1.68601 -0.87814 -1.268 -0.012 -0.214 0.1693
H -3.36342 1.54129 0.94605 -0.907 -0.443 1.043 0.1647
H -1.35145 1.83084 -1.40115 -0.946 0.288 1.713 0.2181
H 2.18009 -1.72260 -1.31060 -0.167 0.786 -0.509 0.1817
H 2.96343 -3.07547 -0.55907 0.238 0.741 0.350 0.1866
H 2.88234 -1.45056 0.41990 -0.296 -1.037 -1.721 0.1634
H 0.47412 -2.14162 0.02352 -2.054 1.619 -0.742 0.4665
H 1.53232 0.29813 0.16206 0.577 -0.234 0.364 0.3648
H -0.59400 1.88789 2.30715 0.359 -0.155 -0.039 -0.1780
```
Forces are in eV/Å.

---

[3]
Entry from OMol25: a molecular structure, C3H9NP in a non-equilibrium geometry (ωB97M-V/def2-TZVPD).

Results
HOMO = -14.1 eV
ΔE to the lowest compared entry with this formula, charge and spin = 61.2 kcal/mol
Total charge = +1
DFT total energy = -515.42066 a.u.
F_max = 3.7 eV/A

```
14
Properties=species:S:1:pos:R:3:forces:R:3:nbo_charge:R:1
C -1.72930 -0.35793 0.22304 -2.490 -0.221 -2.078 -0.2400
C -0.96023 0.93945 0.17991 -0.686 -2.643 2.541 -0.2493
C 1.19729 -0.89172 0.07045 -1.894 0.699 0.945 -0.4683
N -0.52660 -0.24910 -0.61200 1.626 -0.074 2.048 -0.4444
P 2.45986 0.31956 -0.01658 1.723 -1.738 0.368 0.4805
H -1.70647 -1.08388 0.97804 0.742 -0.409 1.526 0.2288
H -2.76870 -0.58700 -0.29897 2.389 1.188 0.546 0.2467
H -1.43094 1.73411 -0.25514 -0.887 1.798 -1.704 0.2387
H -0.54685 1.23219 1.18494 0.577 -0.710 -1.493 0.2487
H 0.99939 -0.92032 1.19125 -0.486 -0.191 -1.487 0.2515
H 1.29375 -1.88767 -0.33588 -0.088 0.049 -0.364 0.2605
H -0.76093 -0.26469 -1.59675 0.552 0.316 -0.256 0.4337
H 2.65351 0.69438 -1.30759 -0.262 0.418 -1.086 0.0173
H 1.82621 1.32261 0.59529 -0.817 1.517 0.494 -0.0044
```
Forces are in eV/Å.

---

[4]
Entry from OMol25: 2 unconnected molecules or ions with the total composition C3H9NS in a non-equilibrium geometry (ωB97M-V/def2-TZVPD).

Results
HOMO (alpha / beta) = -0.7 / -3.0 eV
2S+1 = 2
ΔE to the lowest compared entry with this formula, charge and spin = 39.6 kcal/mol
Total charge = -1
DFT total energy = -572.56666 a.u.
F_max = 1.6 eV/A

```
14
Properties=species:S:1:pos:R:3:forces:R:3:nbo_charge:R:1
C 1.24489 -1.09773 -1.35987 -0.598 1.003 1.138 -0.4168
N 1.02613 -0.00553 -0.38819 -0.052 -0.256 -0.408 -0.6204
C -0.36854 -0.01861 0.07135 0.311 0.008 0.190 -0.2576
C -0.77217 1.18608 0.89076 -0.532 0.206 -0.032 -0.5374
S -2.41218 0.88010 1.66019 0.531 -0.032 0.085 -0.4470
H 2.31335 -1.11313 -1.55880 -0.043 -0.479 -0.406 0.1850
H 0.60889 -0.96833 -2.24033 0.267 -0.002 -0.461 0.1550
H 0.86226 -1.99683 -0.87491 0.507 -0.262 -0.039 0.1923
H 1.23567 0.87744 -0.84212 -0.089 0.031 0.034 0.3308
H -1.07983 -0.12737 -0.75743 -0.068 0.023 -0.159 0.1492
H -0.48027 -0.90110 0.69929 -0.071 -0.089 0.111 0.2054
H -0.04304 1.42480 1.66527 0.083 -0.243 0.037 0.1984
H -0.86709 2.06940 0.25672 0.049 0.070 -0.160 0.1768
H -1.26808 -0.20918 2.77806 -0.292 0.023 0.069 -0.3137
```
Forces are in eV/Å.

---

[5]
Entry from OMol25: 2 unconnected molecules or ions with the total composition C3H9NS in a non-equilibrium geometry (ωB97M-V/def2-TZVPD).

Results
HOMO = -8.5 eV
ΔE to the lowest compared entry with this formula, charge and spin = 36.6 kcal/mol
Structure (SMILES) = C=N.CSC
Total charge = 0
DFT total energy = -572.58169 a.u.
F_max = 1.7 eV/A

```
14
Properties=species:S:1:pos:R:3:forces:R:3:nbo_charge:R:1
C 0.83578 -2.15941 -3.91032 1.041 -0.554 0.909 -0.0324
N 0.87039 -1.41447 -4.91117 -0.390 0.058 -1.178 -0.5968
H 1.06033 -3.22631 -4.01364 -0.248 0.072 -0.392 0.1519
H 0.80802 -1.88450 -2.85446 -0.511 0.542 0.055 0.1366
H 0.69060 -0.41967 -4.79327 0.108 -0.118 0.606 0.3408
C -1.42332 1.49531 1.23729 -0.275 0.437 1.671 -0.7258
S -1.02470 1.49493 3.04578 0.086 -0.518 -0.210 0.1513
C 0.44643 0.47063 3.24776 -0.290 0.349 1.123 -0.7450
H -0.65027 1.18549 0.55890 0.447 -0.164 -0.020 0.2192
H -1.58149 2.56357 1.19274 -0.345 0.148 -0.963 0.2259
H -2.34405 0.93925 1.10789 -0.002 -0.027 -0.296 0.2180
H 0.81379 0.72014 4.25095 -0.131 0.015 -0.101 0.2293
H 0.30582 -0.60567 3.25691 -0.139 -0.042 -0.491 0.2134
H 1.19266 0.84071 2.58464 0.649 -0.200 -0.714 0.2138
```
Forces are in eV/Å.

---

[6]
Entry from OMol25: 2 unconnected molecules or ions with the total composition C3H9NS in a non-equilibrium geometry (ωB97M-V/def2-TZVPD).

Results
HOMO = -8.4 eV
ΔE to the lowest compared entry with this formula, charge and spin = 32.0 kcal/mol
Structure (SMILES) = C=N.CSC
Total charge = 0
DFT total energy = -572.58917 a.u.
F_max = 1.7 eV/A

```
14
Properties=species:S:1:pos:R:3:forces:R:3:nbo_charge:R:1
C 2.70274 0.44695 -0.57075 0.931 -0.178 0.300 -0.0348
N 2.76908 0.60692 0.67765 -1.528 -0.672 0.429 -0.6042
H 1.79236 0.67879 -1.11437 0.067 0.622 -0.081 0.1589
H 3.56712 0.07771 -1.13005 -0.307 -0.485 -0.284 0.1384
H 3.47833 0.04491 1.14120 0.843 0.731 -0.335 0.3401
C -1.84917 0.94311 0.63461 -0.169 -0.077 0.126 -0.7468
S -1.04221 -0.65054 0.42035 -0.063 -0.145 -0.250 0.1943
C -1.23602 -0.81592 -1.36783 0.573 0.341 -0.044 -0.7482
H -1.23195 1.77375 0.29597 0.086 -0.021 0.108 0.2130
H -2.80570 0.98333 0.11531 -0.027 -0.126 -0.064 0.2109
H -2.05959 1.01751 1.70065 0.115 0.237 -0.015 0.2310
H -0.65798 -1.66718 -1.71896 -0.180 -0.281 0.175 0.2283
H -0.77181 0.04201 -1.86298 -0.282 0.089 0.020 0.2057
H -2.27970 -0.90872 -1.65018 -0.059 -0.037 -0.085 0.2133
```
Forces are in eV/Å.

---

[7]
Entry from OMol25: C3H9NS in the gas phase in a non-equilibrium geometry (ωB97M-V/def2-TZVPD).

Results
HOMO = -8.5 eV
ΔE to the lowest compared entry with this formula, charge and spin = 40.8 kcal/mol
Structure (SMILES) = CNCSC
Total charge = 0
DFT total energy = -572.57503 a.u.
F_max = 3.8 eV/A

```
14
Properties=species:S:1:pos:R:3:forces:R:3:nbo_charge:R:1
C 0.59012 0.77086 1.64121 1.551 2.374 1.294 -0.4284
N 0.85387 -0.38050 0.80247 1.547 0.589 0.039 -0.6140
C 1.01401 0.06443 -0.50627 0.367 -1.381 -3.500 -0.3240
S -0.39338 0.78512 -1.46172 -1.159 0.576 0.526 0.1084
C -1.47358 -0.68507 -1.24185 0.762 -0.581 -0.869 -0.7771
H 0.68789 1.80661 1.14481 -0.214 -1.849 0.219 0.2014
H 1.10271 0.96865 2.65915 -0.162 -1.242 -1.635 0.1952
H -0.39393 0.59671 1.84267 -3.000 0.728 1.229 0.1880
H 0.09135 -1.02223 0.79613 -0.441 -0.436 0.529 0.3592
H 1.86453 0.71802 -0.62253 0.146 0.287 -0.022 0.2130
H 1.08700 -0.74364 -1.28903 1.005 0.012 1.488 0.2024
H -1.84860 -0.69917 -0.17002 0.636 -0.636 -1.359 0.2160
H -2.35548 -0.59538 -1.91009 0.572 0.103 0.457 0.2407
H -0.82652 -1.58441 -1.68492 -1.611 1.458 1.604 0.2193
```
Forces are in eV/Å.

---

[8]
Entry from OMol25: C3H9NS in the gas phase in a non-equilibrium geometry (ωB97M-V/def2-TZVPD).

Results
HOMO = -8.7 eV
ΔE to the lowest compared entry with this formula, charge and spin = 9.4 kcal/mol
Structure (SMILES) = C[C@@H](N)CS
Total charge = 0
DFT total energy = -572.62518 a.u.
F_max = 1.1 eV/A

```
14
Properties=species:S:1:pos:R:3:forces:R:3:nbo_charge:R:1
C 1.13401 0.77876 0.57338 0.642 -0.563 0.027 -0.6279
C -0.19260 0.57742 -0.14025 -0.036 0.292 -0.877 -0.0698
N 0.12435 0.34776 -1.56258 -0.169 -0.639 0.369 -0.8421
C -0.97819 -0.57421 0.48540 0.273 -1.058 -0.169 -0.5000
S -0.69489 -2.24146 -0.28376 0.311 0.197 0.250 -0.0621
H 1.68893 1.69804 0.38102 -0.440 0.224 -0.223 0.2129
H 1.78732 -0.02049 0.20289 -0.035 -0.038 0.164 0.2256
H 1.07685 0.65748 1.65410 -0.221 0.121 0.031 0.2096
H -0.84698 1.45014 -0.11229 0.056 0.271 0.647 0.1756
H 0.76395 1.05513 -1.87000 0.118 0.287 -0.345 0.3607
H -0.68875 0.31934 -2.16694 0.058 0.199 0.115 0.3610
H -0.63584 -0.72163 1.50506 -0.354 0.272 0.168 0.2227
H -2.05154 -0.43484 0.45413 -0.077 0.308 0.099 0.2146
H -0.48660 -2.89143 0.87983 -0.126 0.126 -0.257 0.1192
```
Forces are in eV/Å.

---

Question: Which formula does entry 2 have?
Answer: C3H9NOSi

---

What did the eighth record say?
Entry from OMol25: C3H9NS in the gas phase in a non-equilibrium geometry (ωB97M-V/def2-TZVPD).

Results
HOMO = -8.7 eV
ΔE to the lowest compared entry with this formula, charge and spin = 9.4 kcal/mol
Structure (SMILES) = C[C@@H](N)CS
Total charge = 0
DFT total energy = -572.62518 a.u.
F_max = 1.1 eV/A

```
14
Properties=species:S:1:pos:R:3:forces:R:3:nbo_charge:R:1
C 1.13401 0.77876 0.57338 0.642 -0.563 0.027 -0.6279
C -0.19260 0.57742 -0.14025 -0.036 0.292 -0.877 -0.0698
N 0.12435 0.34776 -1.56258 -0.169 -0.639 0.369 -0.8421
C -0.97819 -0.57421 0.48540 0.273 -1.058 -0.169 -0.5000
S -0.69489 -2.24146 -0.28376 0.311 0.197 0.250 -0.0621
H 1.68893 1.69804 0.38102 -0.440 0.224 -0.223 0.2129
H 1.78732 -0.02049 0.20289 -0.035 -0.038 0.164 0.2256
H 1.07685 0.65748 1.65410 -0.221 0.121 0.031 0.2096
H -0.84698 1.45014 -0.11229 0.056 0.271 0.647 0.1756
H 0.76395 1.05513 -1.87000 0.118 0.287 -0.345 0.3607
H -0.68875 0.31934 -2.16694 0.058 0.199 0.115 0.3610
H -0.63584 -0.72163 1.50506 -0.354 0.272 0.168 0.2227
H -2.05154 -0.43484 0.45413 -0.077 0.308 0.099 0.2146
H -0.48660 -2.89143 0.87983 -0.126 0.126 -0.257 0.1192
```
Forces are in eV/Å.

---

Question: The highest F_max belongs to which entry?
Answer: C3H9NOSi

---

Question: Which of these has the lowest DFT total energy?
Answer: C3H9NOS2